Formula: C48H39BrN7O13PS
Source: the Open Molecules 2025 dataset
Level of theory: ωB97M-V/def2-TZVPD

Last column: Löwdin charge in e.
Cartesian coordinates (Å):
O -3.22 4.96 1.95  -0.447
P -4.37 5.46 1.15  0.730
C -4.79 4.46 -0.28  -0.282
C -5.33 5.10 -1.40  -0.108
C -5.66 4.43 -2.55  -0.129
C -5.46 3.05 -2.60  -0.644
Br -5.90 2.09 -4.18  0.846
C -4.94 2.39 -1.51  -0.477
C -4.59 3.07 -0.34  -0.255
N -4.06 2.37 0.74  0.088
C -2.95 1.53 0.41  -0.258
C -1.78 1.64 1.14  0.009
C -0.72 0.80 0.77  -0.066
C -0.86 -0.11 -0.26  -0.079
C -2.04 -0.21 -0.99  -0.076
C -3.08 0.63 -0.63  -0.436
S -4.64 0.63 -1.50  1.005
H -4.10 6.73 0.61  0.020
H -5.54 5.65 1.93  0.017
H -5.46 6.18 -1.36  0.102
H -6.05 4.96 -3.41  0.103
H -3.85 2.97 1.53  0.088
H -1.72 2.35 1.95  0.108
H 0.21 0.87 1.31  0.074
H -0.03 -0.74 -0.53  0.085
H -2.15 -0.91 -1.80  0.079
C 5.76 0.80 3.70  -0.059
C 6.14 -0.25 2.86  -0.070
C 5.28 -0.69 1.86  -0.007
C 4.05 -0.07 1.72  -0.143
C 3.65 0.96 2.55  0.009
C 4.51 1.39 3.54  -0.050
N 3.14 -0.52 0.66  -0.321
O 3.51 -1.46 -0.04  0.050
O 2.09 0.06 0.54  0.074
H 6.43 1.14 4.47  0.111
H 7.11 -0.71 2.98  0.099
H 5.58 -1.50 1.21  0.116
H 2.68 1.43 2.43  0.112
H 4.21 2.20 4.20  0.108
C -8.78 0.39 -4.99  -0.096
C -9.69 1.20 -5.66  -0.062
C -10.97 0.74 -5.93  -0.005
C -11.31 -0.54 -5.52  -0.150
C -10.42 -1.36 -4.86  -0.003
C -9.14 -0.89 -4.60  -0.056
N -12.68 -1.03 -5.79  -0.355
O -13.43 -0.29 -6.38  0.074
O -12.96 -2.14 -5.39  0.076
H -7.78 0.77 -4.78  -0.031
H -9.40 2.20 -5.97  0.108
H -11.68 1.37 -6.45  0.118
H -10.71 -2.35 -4.56  0.119
H -8.43 -1.52 -4.08  0.111
C 9.82 0.64 -1.84  -0.069
C 9.73 -0.31 -0.84  -0.065
C 9.57 0.08 0.48  -0.007
C 9.51 1.43 0.77  -0.148
C 9.60 2.40 -0.21  -0.001
C 9.76 1.99 -1.53  -0.063
N 9.32 1.86 2.17  -0.346
O 9.25 0.99 3.02  0.059
O 9.23 3.05 2.39  0.084
H 9.93 0.33 -2.87  0.108
H 9.77 -1.36 -1.08  0.108
H 9.50 -0.65 1.27  0.116
H 9.55 3.45 0.03  0.120
H 9.83 2.74 -2.31  0.109
C 2.31 -3.50 -4.96  -0.067
C 2.42 -3.55 -3.58  -0.059
C 1.30 -3.41 -2.79  -0.001
C 0.07 -3.23 -3.39  -0.140
C -0.07 -3.18 -4.77  -0.001
C 1.07 -3.31 -5.56  -0.065
N -1.12 -3.11 -2.55  -0.347
O -0.97 -3.15 -1.34  0.077
O -2.20 -2.97 -3.10  0.071
H 3.19 -3.61 -5.58  0.107
H 3.39 -3.69 -3.12  0.108
H 1.38 -3.44 -1.71  0.106
H -1.03 -3.03 -5.22  0.119
H 0.98 -3.27 -6.63  0.107
C -2.60 3.66 7.73  -0.070
C -1.57 4.55 7.44  -0.064
C -0.58 4.19 6.54  -0.001
C -0.64 2.94 5.94  -0.146
C -1.66 2.05 6.22  -0.001
C -2.64 2.41 7.12  -0.063
N 0.39 2.57 4.96  -0.346
O 1.28 3.37 4.74  0.072
O 0.29 1.48 4.42  0.071
H -3.37 3.94 8.43  0.107
H -1.54 5.52 7.91  0.108
H 0.22 4.87 6.31  0.119
H -1.69 1.08 5.74  0.120
H -3.44 1.72 7.35  0.109
C 3.82 -4.88 2.64  -0.063
C 3.48 -4.33 1.41  -0.053
C 3.25 -5.16 0.32  0.008
C 3.35 -6.53 0.48  -0.143
C 3.68 -7.09 1.70  -0.004
C 3.92 -6.26 2.78  -0.065
N 3.08 -7.40 -0.67  -0.352
O 2.81 -6.87 -1.73  0.072
O 3.14 -8.60 -0.49  0.080
H 4.00 -4.24 3.49  0.107
H 3.41 -3.26 1.29  0.076
H 3.00 -4.73 -0.64  0.096
H 3.76 -8.17 1.81  0.119
H 4.18 -6.69 3.74  0.107

For the HOMO energy, the calculation gives -7.85 eV. The calculation puts the energy at -6526.97152 a.u. Its energy above the lowest of the compared OMol25 structures with the same formula, charge and spin is 0.0000 eV. For the orbital gap, the calculation gives 7.1 eV.

---

Formula: C4H5NO
Source: the Open Molecules 2025 dataset
Level of theory: ωB97M-V/def2-TZVPD

Last column: Löwdin charge in e.
Cartesian coordinates (Å):
O 1.91 -0.71 1.17  0.137
C 1.14 0.05 0.68  -0.372
C 0.21 1.16 0.78  -0.017
C 0.36 0.38 -0.56  -0.172
C -0.62 -0.70 -0.84  -0.212
N -1.26 -1.21 0.12  0.108
H 0.65 2.15 0.80  0.115
H -0.73 1.04 1.32  0.112
H 0.81 0.91 -1.40  0.133
H -0.66 -1.05 -1.88  0.115
H -1.82 -2.01 -0.18  0.054

For the HOMO energy, the calculation gives -9.25 eV. The calculation puts the energy at -285.33330 a.u. Its energy above the lowest of the compared OMol25 structures with the same formula, charge and spin is 2.2120 eV. For the orbital gap, the calculation gives 10.1 eV.

---

Formula: C21H31F5OsP2S
Source: the Open Molecules 2025 dataset
Level of theory: ωB97M-V/def2-TZVPD

Last column: Löwdin charge in e.
Cartesian coordinates (Å):
P -0.24 -3.11 -2.25  0.830
P -0.47 2.78 -1.00  0.834
C -1.25 0.51 -2.54  -0.391
C -0.27 1.80 -2.46  -0.522
H -2.13 0.53 -1.80  0.033
H -1.80 0.30 -3.49  0.024
H 0.78 1.58 -2.64  0.062
H -0.42 2.61 -3.18  0.055
C -1.87 3.82 -1.41  -0.166
H -2.13 4.52 -0.63  0.075
H -2.73 3.17 -1.61  0.078
H -1.52 4.36 -2.30  0.082
C 0.96 3.88 -1.05  -0.154
H 0.91 4.28 -2.08  0.081
H 1.92 3.39 -0.86  0.066
H 0.91 4.76 -0.39  0.087
C -1.64 -3.92 -3.17  -0.271
H -1.75 -4.88 -2.66  0.051
H -1.33 -4.00 -4.22  0.036
H -2.52 -3.26 -3.09  0.051
C 1.36 -3.42 -3.24  -0.329
H 2.06 -2.50 -3.37  0.056
H 0.95 -3.83 -4.23  0.067
H 1.68 -4.20 -2.54  0.053
Os 0.29 -1.06 -3.18  1.255
C 0.72 1.23 -5.06  -0.144
C -0.63 1.15 -5.12  -0.175
C -1.49 0.30 -5.98  -0.167
C -0.96 -1.12 -6.27  -0.122
C 0.00 -1.61 -5.16  -0.419
C 1.37 -1.66 -5.49  -0.153
C 2.18 -0.59 -6.14  -0.177
C 1.62 0.84 -6.20  -0.157
C 1.06 -1.63 -0.77  -0.246
H 1.24 1.99 -4.43  0.107
H -1.21 1.96 -4.63  0.117
H -1.73 0.83 -6.92  0.144
H -2.46 0.16 -5.47  0.118
H -1.82 -1.80 -6.31  0.124
H -0.53 -1.11 -7.28  0.131
H -0.40 -2.56 -4.74  0.015
H 1.97 -2.62 -5.54  0.133
H 2.35 -0.92 -7.17  0.135
H 3.18 -0.56 -5.66  0.133
H 2.49 1.52 -6.17  0.131
H 1.09 1.00 -7.15  0.127
H 1.54 -0.82 -0.19  0.009
H 1.67 -2.55 -0.67  0.008
H 0.20 -1.93 -0.15  -0.035
F 1.20 0.76 5.17  0.168
C 0.72 0.87 3.93  -0.091
C 1.52 1.31 2.89  -0.121
F 2.81 1.57 3.10  0.150
C 1.04 1.40 1.60  -0.219
F 1.90 1.72 0.60  0.061
C -0.24 0.98 1.32  -0.549
S -0.79 0.74 -0.18  0.984
C -1.05 0.44 2.32  -0.206
F -2.20 -0.18 1.99  0.095
C -0.57 0.41 3.62  -0.113
F -1.32 -0.14 4.57  0.160

For the HOMO energy (alpha / beta), the calculation gives -13.20 / -14.23 eV. The calculation puts the energy at -2488.60810 a.u. Its energy above the lowest of the compared OMol25 structures with the same formula, charge and spin is 5.2540 eV. For the orbital gap (alpha / beta), the calculation gives 6.2 / 5.8 eV. The spin multiplicity is 5. The charge is +2.

---

Formula: C2H6NO
Source: the Open Molecules 2025 dataset
Level of theory: ωB97M-V/def2-TZVPD

Last column: Löwdin charge in e.
Cartesian coordinates (Å):
C -1.00 -0.53 0.53  -0.220
N 0.11 -0.54 -0.36  -0.159
C 0.91 0.74 -0.47  -0.656
O 2.06 0.61 -1.05  -0.310
H -1.92 -0.37 -0.04  0.047
H -1.08 -1.42 1.17  0.055
H -0.84 0.28 1.24  0.043
H 0.70 -1.32 -0.61  0.069
H 0.18 1.42 -1.00  0.070
H 0.87 1.13 0.59  0.060

For the HOMO energy, the calculation gives -2.04 eV. The calculation puts the energy at -209.75695 a.u. Its energy above the lowest of the compared OMol25 structures with the same formula, charge and spin is 0.5597 eV. For the orbital gap, the calculation gives 6.6 eV. The charge is -1.

---

Formula: C15H10CrF6N4O6S2
Source: the Open Molecules 2025 dataset
Level of theory: ωB97M-V/def2-TZVPD

Last column: Löwdin charge in e.
Cartesian coordinates (Å):
Cr 0.27 -0.06 -0.51  0.875
O -0.21 4.16 3.04  0.032
C -1.40 3.98 2.42  -0.286
C -2.44 4.77 2.78  -0.031
C -3.71 4.65 2.22  -0.074
C -3.97 3.68 1.28  -0.072
C -2.93 2.80 0.92  0.009
C -1.65 2.92 1.51  -0.058
C -0.58 2.02 0.94  -0.365
O -1.06 1.03 0.27  -0.144
N 0.71 2.35 1.10  0.074
N 1.50 1.43 0.44  -0.074
C 2.74 1.22 0.66  -0.043
C 3.37 0.16 -0.12  -0.251
C 4.69 -0.17 0.07  -0.011
C 5.17 -1.23 -0.65  -0.060
C 4.40 -1.89 -1.58  -0.033
C 3.11 -1.40 -1.79  -0.087
N 2.56 -0.44 -1.04  0.063
H 0.61 3.79 2.57  0.111
H -2.14 5.55 3.47  0.123
H -4.47 5.36 2.54  0.110
H -4.88 3.68 0.76  0.084
H -2.98 2.09 0.11  0.113
H 3.34 1.85 1.33  0.138
H 5.32 0.44 0.72  0.127
H 6.23 -1.46 -0.70  0.119
H 4.79 -2.65 -2.25  0.115
H 2.48 -1.81 -2.58  0.125
F -1.20 -3.20 -3.54  0.125
C -2.38 -2.69 -3.16  -0.680
F -3.25 -3.67 -3.00  0.175
F -2.79 -1.86 -4.12  0.152
S -2.10 -1.73 -1.61  0.666
O -0.99 -0.83 -1.95  -0.366
O -3.33 -1.00 -1.40  -0.243
N -1.88 -2.90 -0.58  -0.274
S -0.70 -3.16 0.41  0.608
O 0.36 -2.20 0.20  -0.354
O -1.13 -3.31 1.75  -0.216
C -0.01 -4.77 -0.16  -0.642
F 1.05 -5.01 0.62  0.136
F 0.40 -4.78 -1.44  0.143
F -0.95 -5.72 0.02  0.144

For the HOMO energy (alpha / beta), the calculation gives -8.56 / -8.55 eV. The calculation puts the energy at -3688.13858 a.u. Its energy above the lowest of the compared OMol25 structures with the same formula, charge and spin is 0.0000 eV. For the orbital gap (alpha / beta), the calculation gives 7.4 / 7.2 eV. The spin multiplicity is 5.

---

Formula: C3H4N2OS
Source: the Open Molecules 2025 dataset
Level of theory: ωB97M-V/def2-TZVPD

Last column: Löwdin charge in e.
Cartesian coordinates (Å):
C -3.44 -0.18 -0.54  0.039
C -2.21 -0.27 -0.27  -0.319
C 1.68 0.61 0.29  -0.467
N 2.30 -0.25 -0.29  -0.351
N 1.23 1.57 0.79  0.211
O -0.99 0.13 -0.46  0.014
S 2.02 -1.89 -0.32  0.734
H 3.02 -2.34 0.44  -0.151
H 1.32 2.57 0.89  0.113
H -4.65 0.27 -0.63  0.130
H -0.28 -0.22 0.10  0.049

For the HOMO energy, the calculation gives -9.07 eV. The calculation puts the energy at -699.44346 a.u. Its energy above the lowest of the compared OMol25 structures with the same formula, charge and spin is 6.2223 eV. For the orbital gap, the calculation gives 9.4 eV.

---

Formula: C6H12N2
Source: the Open Molecules 2025 dataset
Level of theory: ωB97M-V/def2-TZVPD

Last column: Löwdin charge in e.
Cartesian coordinates (Å):
C 2.52 -0.30 0.25  -0.155
C 2.99 -0.86 -1.15  -0.143
H 1.54 -0.72 0.44  0.032
H 3.24 -0.66 0.99  0.051
H 2.54 0.79 0.33  0.062
H 2.59 -1.82 -1.43  0.059
H 4.07 -0.87 -1.22  0.051
H 2.56 -0.08 -1.77  0.050
C -1.09 1.28 -1.71  -0.044
C -1.17 -1.07 1.02  -0.228
C -1.29 0.60 -0.38  -0.351
C -0.97 1.14 0.83  -0.064
N -1.44 -0.78 -0.24  0.087
N -0.95 0.04 1.75  0.023
H -1.12 -2.11 1.27  0.113
H -0.17 0.11 2.39  0.135
H -0.99 2.07 1.38  0.109
H -2.01 1.76 -2.03  0.068
H -0.89 0.48 -2.43  0.074
H -0.26 1.97 -1.68  0.070

For the HOMO energy, the calculation gives -8.83 eV. The calculation puts the energy at -345.29489 a.u. Its energy above the lowest of the compared OMol25 structures with the same formula, charge and spin is 0.8971 eV. For the orbital gap, the calculation gives 9.8 eV.

---

The highest energy above the lowest of the compared OMol25 structures with the same formula, charge and spin belongs to which entry?
C3H4N2OS

---

What is the energy above the lowest of the compared OMol25 structures with the same formula, charge and spin in the fifth record?
0.0000 eV